DFT (ωB97M-V with the def2-TZVPD basis set) results for the molecule C27H37N3O7S.

XYZ file:
```
75
Properties=species:S:1:pos:R:3:forces:R:3
C 2.28441 -2.66074 3.51161 0.2 0.0 -0.1
C 3.33926 -3.07822 2.49370 -0.3 0.0 0.0
C 2.72788 -3.34029 1.11865 0.4 -0.2 0.1
C 3.79272 -3.64539 0.06172 0.0 0.2 0.0
C 4.45037 -2.38575 -0.50793 -0.2 -0.2 -0.2
C 3.58848 -1.72955 -1.58369 0.3 0.2 0.2
C 4.17944 -0.40591 -2.06664 -0.5 -0.1 -0.2
C 3.43554 0.12721 -3.28848 0.7 0.2 0.0
O 2.02849 0.19674 -3.04653 -0.1 -0.4 -0.1
C 1.56692 1.27991 -2.42619 -0.3 0.3 -0.1
O 2.22155 2.24922 -2.15753 0.0 0.0 0.0
C 0.09237 1.13794 -2.07886 -0.1 0.1 0.5
N -0.53294 0.06240 -2.81003 0.4 -0.1 0.1
C -1.84463 0.05835 -3.10686 0.3 -0.4 -0.3
O -2.59811 0.96418 -2.79440 -0.3 0.4 0.0
C -2.31573 -1.15896 -3.89636 -0.2 0.1 0.0
C -3.73079 -1.59105 -3.47382 0.3 -0.1 0.1
C -3.63294 -1.99532 -2.01424 -0.5 0.1 -0.4
O -3.30237 -3.10403 -1.66424 0.2 -0.2 0.0
N -3.87347 -0.95295 -1.15493 -0.4 0.3 0.1
C -3.27226 -0.75173 0.08268 0.2 0.1 0.3
C -3.43811 0.49814 0.68921 0.0 -0.2 0.0
C -2.65951 0.85076 1.77390 0.0 0.1 0.0
C -1.72697 -0.04991 2.25107 0.4 0.3 0.3
S -0.44328 0.49762 3.33338 -0.1 -0.3 0.6
N -0.56039 -0.54523 4.64421 0.0 0.4 -0.7
O -0.68243 1.83727 3.77702 -0.3 -0.2 0.0
O 0.80371 0.19602 2.67130 0.0 -0.3 0.2
C -1.62631 -1.32598 1.72959 -0.1 0.0 -0.1
C -2.41884 -1.69488 0.66179 0.1 -0.1 0.0
C -0.01671 0.91736 -0.53957 -0.5 0.3 -0.3
O 0.86106 -0.11575 -0.16460 0.3 -0.1 0.0
C 0.21183 2.21282 0.19817 0.0 -0.1 0.1
C 1.42059 2.49242 0.81542 -0.1 0.1 0.0
C 1.58487 3.67435 1.51508 0.1 0.0 0.0
C 0.54811 4.58526 1.59793 0.0 0.1 0.0
C -0.65483 4.31878 0.96612 -0.1 0.1 0.0
C -0.82200 3.13840 0.26820 0.1 -0.1 0.0
H 1.51024 -3.42240 3.59297 -0.1 -0.1 0.0
H 2.73637 -2.52374 4.49262 0.0 0.0 0.1
H 1.82719 -1.72366 3.20192 0.0 0.0 0.0
H 4.08828 -2.28826 2.41758 0.1 0.0 0.0
H 3.84671 -3.98292 2.83968 0.1 0.0 0.0
H 2.14311 -2.47151 0.81214 -0.2 0.1 -0.1
H 2.04406 -4.18909 1.19714 -0.1 0.0 0.0
H 3.34179 -4.20462 -0.76113 0.1 -0.1 0.0
H 4.55700 -4.28506 0.50971 0.0 -0.1 0.0
H 4.63154 -1.67158 0.29635 0.1 0.1 0.1
H 5.41933 -2.64626 -0.94166 0.1 0.1 0.0
H 2.58899 -1.54132 -1.18974 -0.1 -0.1 -0.1
H 3.49606 -2.41331 -2.43204 -0.1 -0.1 0.0
H 5.22887 -0.53346 -2.34009 0.1 0.0 0.0
H 4.12148 0.33375 -1.26684 0.1 0.1 0.0
H 3.80127 1.12304 -3.55810 -0.1 -0.2 0.0
H 3.54037 -0.55280 -4.13711 0.0 0.1 0.1
H -0.43444 2.06796 -2.31583 0.2 -0.1 0.0
H 0.04833 -0.74209 -2.98571 -0.2 0.0 -0.1
H -1.62358 -1.99035 -3.76108 0.0 0.0 -0.1
H -2.32556 -0.88299 -4.95358 0.1 0.0 0.0
H -4.04176 -2.44847 -4.06988 0.0 0.0 0.1
H -4.42730 -0.76627 -3.61952 0.0 0.0 0.0
H -4.18491 -0.09095 -1.58971 0.2 -0.2 0.0
H -4.12620 1.20987 0.25828 -0.1 0.1 0.0
H -2.71532 1.82940 2.22204 -0.1 0.2 0.0
H -0.89162 -0.06992 5.46723 -0.1 0.2 0.1
H 0.29700 -1.04315 4.82298 0.3 -0.1 -0.1
H -0.89682 -2.00553 2.13874 0.1 -0.2 0.0
H -2.33190 -2.67534 0.22461 0.0 0.0 0.0
H -1.05629 0.59731 -0.36591 0.2 0.1 -0.1
H 0.96729 -0.07680 0.80425 -0.1 -0.1 -0.2
H 2.23276 1.78544 0.75135 0.1 -0.1 0.0
H 2.52746 3.88217 1.99883 0.1 0.0 0.1
H 0.67542 5.50349 2.15190 0.0 0.1 0.0
H -1.46548 5.03066 1.02185 -0.1 0.1 0.0
H -1.75812 2.92514 -0.22873 -0.1 0.0 -0.1
```
Positions in Å, forces in eV/Å.

Calculated total energy: -2140.27366 Ha
SMILES: CCCCCCCCOC(=O)[C@@H](NC(=O)CCC(=O)Nc1ccc(S(N)(=O)=O)cc1)[C@@H](O)c1ccccc1
ΔE to the lowest compared entry with this formula, charge and spin: 0.050 eV
Multiplicity: 1
LUMO energy: 0.5 eV

Atom charges from the Mulliken analysis, given in e for atoms 1 to 5:
1 C -0.677
2 C -0.593
3 C 0.388
4 C -0.995
5 C -0.760